No. 1
Molecular formula: C3H5ClS
Method: DFT, the ωB97M-V functional and the def2-TZVPD basis

The geometry in ORCA input format:
```
! wB97M-V def2-TZVPD RIJCOSX def2/J DEFGRID3
* xyz 0 1
S -1.193 2.452 0.129
Cl -0.978 -1.891 -0.651
H 1.384 0.249 -0.878
C -0.013 -1.340 0.644
H -0.685 1.066 -1.606
C -0.480 1.261 -0.609
H 1.072 0.784 0.950
C 0.602 0.433 -0.087
H 0.976 -1.889 0.538
H -0.686 -1.125 1.571
*
```

Properties
Energy   -975.57836 hartree
Frontier orbital gap   8.151 eV
F_max   4.66 eV Å⁻¹
HOMO level   -8.696 eV
LUMO   -0.55 eV

No. 2
Molecular formula: C3H5CoO4
Method: DFT, the ωB97M-V functional and the def2-TZVPD basis

The geometry in ORCA input format:
```
! wB97M-V def2-TZVPD RIJCOSX def2/J DEFGRID3
* xyz 0 5
C 0.765 0.086 0.668
O 0.053 -1.021 0.539
O 1.881 0.101 1.190
C -1.328 0.822 0.207
H -1.989 -1.224 0.722
H -1.369 -1.054 -0.954
H -1.981 1.163 1.018
O 2.116 -0.649 -1.292
H 1.423 -0.245 -1.815
Co 3.269 0.230 -0.165
C -1.270 -0.706 0.080
H -1.595 1.321 -0.729
O 0.025 1.176 0.532
*
```

Properties
Energy   -1800.93532 hartree
Frontier orbital gap (spin up / spin down)   6.205 / 9.731 eV
F_max   2.43 eV Å⁻¹
HOMO level (spin up / spin down)   -5.848 / -9.535 eV
LUMO (spin up / spin down)   0.36 / 0.20 eV

No. 3
Molecular formula: C3H5CuO3
Method: DFT, the ωB97M-V functional and the def2-TZVPD basis

The geometry in ORCA input format:
```
! wB97M-V def2-TZVPD RIJCOSX def2/J DEFGRID3
* xyz 2 3
C -4.770 -4.274 -0.253
H -4.313 -2.232 -1.077
H -4.249 -4.927 0.445
H -5.541 -4.553 -0.968
O -2.251 -2.162 -1.208
H -6.315 -2.496 0.852
O -1.554 -2.018 -0.049
H -2.510 -3.938 -0.768
Cu -2.572 -1.997 1.460
O -4.457 -2.128 1.426
C -3.051 -3.150 -1.318
C -5.256 -2.637 0.547
*
```

Properties
Energy   -1982.24917 hartree
Frontier orbital gap (spin up / spin down)   6.639 / 7.318 eV
F_max   6.05 eV Å⁻¹
HOMO level (spin up / spin down)   -19.502 / -20.347 eV
LUMO (spin up / spin down)   -12.86 / -13.03 eV

No. 4
Molecular formula: C3H5DyO4
Method: DFT, the ωB97M-V functional and the def2-TZVPD basis

The geometry in ORCA input format:
```
! wB97M-V def2-TZVPD RIJCOSX def2/J DEFGRID3
* xyz 1 7
O -2.653 2.264 -0.331
H -3.589 2.076 -0.472
H 1.051 -2.648 -0.260
O 2.321 0.248 0.513
H 0.873 -1.224 -1.292
C -2.013 1.111 0.001
H 3.031 -1.625 0.390
H 0.190 -1.435 0.610
O -2.632 0.179 0.498
C 2.195 -0.932 0.179
C 0.909 -1.557 -0.214
O -0.767 1.146 -0.274
Dy 1.085 2.397 0.651
*
```

Properties
Energy   -1303.08586 hartree
Frontier orbital gap (spin up / spin down)   8.171 / 6.969 eV
F_max   3.80 eV Å⁻¹
HOMO level (spin up / spin down)   -12.526 / -12.542 eV
LUMO (spin up / spin down)   -4.36 / -5.57 eV

No. 5
Molecular formula: C3H5F
Method: DFT, the ωB97M-V functional and the def2-TZVPD basis

The geometry in ORCA input format:
```
! wB97M-V def2-TZVPD RIJCOSX def2/J DEFGRID3
* xyz 0 1
H -1.332 -0.241 1.129
H -1.657 -0.847 -0.517
H 0.361 1.263 -0.014
H -1.713 0.796 0.052
C -1.246 -0.036 0.108
C 1.313 -0.321 -0.104
H 1.797 -1.203 -0.563
F 2.413 0.358 0.048
C 0.064 0.231 -0.139
*
```

Properties
Energy   -217.06529 hartree
Frontier orbital gap   10.065 eV
F_max   9.20 eV Å⁻¹
HOMO level   -8.974 eV
LUMO   1.09 eV

No. 6
Molecular formula: C3H5F2N
Method: DFT, the ωB97M-V functional and the def2-TZVPD basis

The geometry in ORCA input format:
```
! wB97M-V def2-TZVPD RIJCOSX def2/J DEFGRID3
* xyz 0 1
C 1.230 -0.911 -1.475
H 0.145 1.618 1.572
H 0.317 -1.344 0.152
C -1.433 0.319 1.231
H -1.051 2.223 0.531
H 2.165 -1.318 -1.239
H -0.768 -0.361 -1.004
C 0.150 -0.776 -0.702
F 1.188 -0.473 -2.700
F -1.117 -0.427 2.387
N -0.824 1.450 1.245
*
```

Properties
Energy   -371.67032 hartree
Frontier orbital gap   9.962 eV
F_max   4.24 eV Å⁻¹
HOMO level   -9.291 eV
LUMO   0.67 eV

No. 7
Molecular formula: C3H5F2NS
Method: DFT, the ωB97M-V functional and the def2-TZVPD basis

The geometry in ORCA input format:
```
! wB97M-V def2-TZVPD RIJCOSX def2/J DEFGRID3
* xyz 0 1
F -2.466 -0.730 -0.288
H -0.150 1.334 -1.333
C -1.689 0.290 -0.049
H -0.678 -0.171 -1.958
C -0.644 0.064 1.124
H -0.442 1.014 1.713
N 0.414 -0.188 -0.118
S 2.009 0.474 -0.003
H 2.775 -0.530 -0.751
C -0.518 0.387 -1.033
F -2.460 1.413 0.149
H -0.663 -0.926 1.701
*
```

Properties
Energy   -769.90686 hartree
Frontier orbital gap   9.787 eV
F_max   3.32 eV Å⁻¹
HOMO level   -9.087 eV
LUMO   0.70 eV

No. 8
Molecular formula: C3H5F2OP
Method: DFT, the ωB97M-V functional and the def2-TZVPD basis

The geometry in ORCA input format:
```
! wB97M-V def2-TZVPD RIJCOSX def2/J DEFGRID3
* xyz 0 1
H -0.312 3.018 0.755
H -0.310 -1.052 -1.789
P -0.409 2.195 -0.531
O 0.954 0.593 -0.181
C -0.304 -0.606 1.354
H 1.212 -1.937 -1.184
H 0.680 3.148 -0.865
C 0.234 -1.553 -1.033
H -0.446 -2.364 -0.591
F -1.407 -1.295 1.666
F -0.142 0.337 2.281
C 0.250 -0.483 0.117
*
```

Properties
Energy   -733.50853 hartree
Frontier orbital gap (spin up / spin down)   7.544 / 7.545 eV
F_max   5.15 eV Å⁻¹
HOMO level (spin up / spin down)   -8.453 / -8.453 eV
LUMO (spin up / spin down)   -0.91 / -0.91 eV

No. 9
Molecular formula: C3H5F2OP
Method: DFT, the ωB97M-V functional and the def2-TZVPD basis

The geometry in ORCA input format:
```
! wB97M-V def2-TZVPD RIJCOSX def2/J DEFGRID3
* xyz 0 1
H -1.142 2.165 0.489
H -1.850 1.234 -0.768
C -1.553 1.206 0.309
C -0.066 -0.777 0.895
F 1.106 -1.430 0.966
C -0.194 0.363 0.222
F -0.939 -1.376 1.674
H 0.549 0.657 -0.547
H 2.733 -0.937 -0.355
P 2.355 -1.434 -1.734
H -2.359 0.756 0.948
O 1.359 -0.426 -2.098
*
```

Properties
Energy   -733.55193 hartree
Frontier orbital gap   8.326 eV
F_max   3.63 eV Å⁻¹
HOMO level   -9.297 eV
LUMO   -0.97 eV

No. 10
Molecular formula: C3H5F3OP2
Method: DFT, the ωB97M-V functional and the def2-TZVPD basis

The geometry in ORCA input format:
```
! wB97M-V def2-TZVPD RIJCOSX def2/J DEFGRID3
* xyz 0 1
P 1.114 -0.307 0.147
O -1.637 -0.131 1.397
H 1.906 0.578 -2.242
F 0.392 2.491 0.669
C -0.780 0.565 0.931
F -1.302 2.139 -0.671
P 0.542 0.179 -1.893
H 0.607 -2.234 1.551
C 0.391 -2.058 0.413
H -0.547 -2.056 0.056
F -1.647 2.734 1.409
H 1.000 -2.777 -0.098
C -0.851 2.060 0.589
H 0.812 -1.183 -2.259
*
```

Properties
Energy   -1174.79468 hartree
Frontier orbital gap   9.199 eV
F_max   5.55 eV Å⁻¹
HOMO level   -8.844 eV
LUMO   0.35 eV